# 1
{
  "formula": "C25H39BF2O6",
  "method": "ωB97M-V/def2-TZVPD",
  "elements": ["C", "C", "C", "C", "C", "C", "C", "C", "C", "C", "F", "C", "C", "B", "O", "O", "C", "O", "C", "C", "C", "C", "C", "F", "C", "O", "H", "H", "H", "H", "H", "H", "H", "H", "H", "H", "H", "H", "H", "H", "H", "H", "H", "H", "H", "H", "H", "H", "H", "C", "C", "C", "O", "H", "H", "H", "H", "H", "H", "H", "H", "C", "C", "C", "O", "H", "H", "H", "H", "H", "H", "H", "H"],
  "xyz": [[2.91823, 0.38845, 3.22321], [2.27184, -0.47938, 2.13049], [2.13347, 0.25835, 0.82161], [1.15548, 1.26182, 0.79511], [0.92460, 1.95848, -0.37641], [1.65817, 1.70771, -1.53791], [2.66002, 0.71395, -1.54252], [3.42719, 0.44221, -2.81662], [4.95024, 0.73004, -2.78385], [5.79249, -0.45373, -3.22801], [5.25890, -1.04541, -4.36429], [2.88552, -0.00702, -0.33765], [3.93287, -1.09633, -0.28911], [3.44503, -2.46454, -0.93307], [2.41160, -2.55221, -1.84054], [4.06619, -3.63703, -0.55725], [1.29856, 2.55651, -2.71700], [2.08200, 2.96434, -3.53828], [-0.13481, 2.93099, -2.80875], [-0.84836, 3.12924, -1.70108], [-2.30290, 3.47060, -1.66644], [-3.13542, 2.18083, -1.78453], [-2.68997, 1.07736, -0.85339], [-2.65579, 1.55784, 0.45281], [-0.15138, 2.98069, -0.39575], [-0.43425, 3.64041, 0.56505], [3.64744, 1.08617, 2.82214], [3.33534, -0.22678, 4.01403], [2.13648, 0.98878, 3.68440], [1.25591, -0.69346, 2.46244], [2.75724, -1.44398, 2.04084], [0.56757, 1.47720, 1.67675], [3.29464, -0.60911, -3.06421], [3.01954, 0.99586, -3.64462], [5.28887, 1.00398, -1.78762], [5.16911, 1.53287, -3.48244], [6.79175, -0.10489, -3.48789], [5.89650, -1.22304, -2.46483], [4.85940, -0.75493, -0.73465], [4.19772, -1.33622, 0.73303], [1.66627, -1.99136, -1.59858], [3.39931, -4.30173, -0.35755], [-0.58476, 3.06517, -3.78186], [-2.54711, 3.95842, -0.72798], [-2.56790, 4.14355, -2.47724], [-4.18119, 2.41377, -1.58946], [-3.08744, 1.78713, -2.80105], [-3.37449, 0.23758, -0.91211], [-1.69449, 0.70176, -1.08753], [-4.25483, -0.08315, 4.47031], [-3.20835, 1.01745, 4.36924], [-3.84703, 2.36560, 4.06995], [-2.25262, 0.69709, 3.36372], [-4.79101, -0.18499, 3.52256], [-3.78102, -1.04218, 4.68311], [-4.98122, 0.12879, 5.25659], [-2.65167, 1.07714, 5.30573], [-4.36982, 2.33332, 3.11026], [-3.08416, 3.14097, 3.99901], [-4.56211, 2.64763, 4.84487], [-2.71393, 0.64592, 2.51787], [-2.01089, -4.40370, -1.07059], [-2.68407, -3.42250, -0.12298], [-4.01940, -3.95376, 0.37368], [-2.86649, -2.16060, -0.76972], [-2.63501, -4.57263, -1.95227], [-1.05591, -4.00790, -1.41857], [-1.83337, -5.36431, -0.58562], [-2.02978, -3.22874, 0.72783], [-4.70370, -4.10927, -0.46504], [-4.48776, -3.23819, 1.05003], [-3.89810, -4.90161, 0.89921], [-3.44303, -2.30136, -1.52897]],
  "atomic_forces_ev_per_a": [[-0.472, -0.001, -0.036], [-0.224, 0.149, 0.118], [-0.380, 0.256, -0.328], [0.511, -0.218, -0.468], [0.048, -0.103, 0.320], [0.414, -0.498, 0.191], [-0.391, 0.783, 0.285], [0.485, -0.637, 0.351], [-0.225, -0.402, -0.303], [0.272, 0.276, 0.090], [-0.085, -0.059, -0.135], [0.119, 0.127, -0.045], [-0.399, -0.091, -0.150], [0.218, -0.124, -0.184], [-0.408, -0.417, 0.729], [-0.068, 0.444, 0.438], [-0.248, -0.052, 0.140], [0.425, 0.017, -0.412], [-0.341, -0.100, 0.398], [-0.180, 0.241, -0.213], [-0.150, -0.274, -0.088], [-0.001, 0.118, 0.037], [-0.107, 0.043, -0.430], [-0.138, -0.095, 0.305], [0.409, -0.351, -0.387], [-0.356, 0.401, 0.639], [0.301, -0.142, 0.007], [0.255, -0.014, 0.033], [0.010, 0.177, 0.045], [-0.074, -0.170, 0.024], [0.203, -0.036, -0.121], [-0.096, 0.054, 0.025], [-0.022, -0.147, -0.006], [-0.241, 0.105, -0.035], [0.061, 0.298, 0.058], [-0.032, 0.330, 0.185], [0.117, -0.049, -0.009], [-0.158, -0.163, 0.005], [0.137, -0.050, -0.216], [0.090, 0.074, 0.190], [0.130, 0.404, -0.389], [0.151, -0.340, -0.525], [0.203, 0.146, -0.223], [0.102, 0.100, 0.120], [-0.001, 0.083, -0.101], [-0.113, 0.022, 0.038], [0.080, -0.024, -0.099], [-0.082, -0.108, 0.236], [0.127, 0.042, -0.010], [0.076, -0.117, 0.076], [-0.335, 0.035, -0.323], [0.090, 0.105, 0.057], [0.183, -0.138, 0.161], [-0.034, 0.079, 0.005], [0.013, 0.017, 0.033], [-0.013, 0.004, -0.017], [0.092, -0.023, -0.033], [-0.043, -0.052, 0.021], [0.011, -0.013, 0.023], [-0.011, -0.008, -0.013], [0.080, 0.122, -0.070], [0.154, 0.089, -0.005], [-0.243, -0.268, -0.268], [-0.035, 0.121, 0.117], [0.123, 0.096, 0.123], [-0.061, -0.045, 0.042], [0.010, -0.010, 0.036], [-0.017, -0.008, -0.010], [0.009, 0.131, -0.016], [0.046, -0.070, -0.032], [0.035, -0.008, 0.028], [-0.006, -0.010, -0.016], [0.004, -0.054, -0.008]],
  "lowdin_charge": [-0.075, -0.194, -0.150, 0.058, -0.088, -0.027, -0.071, -0.109, -0.140, -0.208, -0.047, -0.108, -0.010, -0.633, 0.164, 0.160, -0.320, 0.112, 0.078, -0.153, -0.126, -0.152, -0.194, -0.039, -0.323, 0.148, 0.079, 0.070, 0.071, 0.114, 0.097, 0.133, 0.107, 0.099, 0.116, 0.116, 0.117, 0.107, 0.090, 0.102, 0.106, 0.106, 0.133, 0.116, 0.120, 0.115, 0.120, 0.100, 0.119, -0.065, -0.501, -0.060, -0.064, 0.078, 0.076, 0.078, 0.135, 0.079, 0.081, 0.078, 0.059, -0.058, -0.493, -0.060, -0.068, 0.083, 0.073, 0.081, 0.138, 0.082, 0.077, 0.081, 0.088],
  "orbital_gap_ha": 0.3150,
  "smiles": "CCc1cc2c(c(CCCF)c1CB(O)O)C(=O)C=C(CCCF)C2=O.CC(C)O.CC(C)O",
  "e_homo_ev": -9.09,
  "spin_multiplicity": 1
}



# 2
{
  "formula": "C25H39Br2F5N4O7S3",
  "method": "ωB97M-V/def2-TZVPD",
  "elements": ["C", "C", "C", "C", "C", "C", "C", "C", "C", "C", "O", "C", "O", "C", "C", "C", "S", "N", "C", "C", "C", "C", "O", "C", "N", "C", "C", "N", "C", "C", "C", "F", "Br", "C", "F", "F", "Br", "H", "H", "H", "H", "H", "H", "H", "H", "H", "H", "H", "H", "H", "H", "H", "H", "H", "H", "H", "H", "H", "H", "H", "H", "H", "H", "H", "H", "H", "H", "H", "H", "H", "H", "H", "H", "H", "H", "H", "N", "S", "O", "O", "F", "S", "O", "O", "F"],
  "xyz": [[0.09213, 3.77821, 2.11871], [-0.60195, 2.89392, 1.69495], [-1.26275, 1.73723, 1.03951], [-0.27866, 0.48931, 0.93191], [-0.39190, -0.16427, 2.31530], [-1.61885, -1.09673, 2.52051], [-2.75159, -0.47961, 3.38280], [-4.02546, -0.17138, 2.57496], [-4.93901, 0.85988, 3.25735], [-6.38306, 0.76730, 2.76545], [-6.36961, 0.64233, 1.33844], [-7.53593, 0.23019, 0.81626], [-8.52659, -0.03182, 1.45103], [-7.48774, 0.08008, -0.66461], [-8.41274, -0.68286, -1.32396], [-0.66126, -0.27791, -0.36573], [-2.42790, -0.27769, -0.85459], [-0.03853, 0.60321, -1.38059], [0.46260, -0.07905, -2.60462], [-0.49013, -0.06265, -3.81733], [-0.36798, -1.37925, -4.60937], [-0.81299, -2.61067, -3.83490], [-0.45143, -3.72991, -4.65299], [0.88320, 1.43428, -0.77501], [1.46462, 2.41136, -1.42950], [2.91011, 2.67655, -1.25153], [0.69465, 3.28438, -2.32734], [1.00314, 1.08885, 0.54995], [2.27893, 0.58421, 1.05350], [2.92032, -0.50074, 0.15018], [2.90552, -1.92192, 0.73560], [1.80768, -2.20186, 1.47249], [2.85216, -3.16541, -0.80323], [4.23041, -2.17123, 1.49095], [5.21813, -2.24973, 0.60446], [4.46949, -1.15231, 2.31645], [4.23840, -3.87256, 2.44697], [0.67659, 4.65392, 2.28873], [-1.59257, 2.09774, 0.06084], [-2.14690, 1.49813, 1.62918], [0.49431, -0.72556, 2.60879], [-0.48772, 0.64309, 3.04530], [-2.02057, -1.50878, 1.59573], [-1.25250, -1.95242, 3.09408], [-3.03896, -1.15356, 4.19261], [-2.41587, 0.44813, 3.86192], [-4.60609, -1.09651, 2.46360], [-3.80470, 0.19432, 1.57253], [-4.59096, 1.86019, 2.96018], [-4.89913, 0.84234, 4.34829], [-6.89733, -0.05961, 3.26079], [-6.95043, 1.66642, 3.02378], [-6.73129, 0.59617, -1.25938], [-9.47857, -0.46604, -1.25221], [-8.13025, -1.52223, -1.95690], [-0.21120, -1.27703, -0.35905], [-2.83658, -1.53489, -0.58874], [0.79696, -1.08363, -2.33134], [1.37120, 0.45149, -2.90752], [-1.51983, 0.17726, -3.55870], [-0.13772, 0.73744, -4.47661], [0.68794, -1.52117, -4.85957], [-0.97370, -1.31485, -5.51370], [-1.89582, -2.64201, -3.66397], [-0.30555, -2.73514, -2.86926], [-0.87252, -4.51871, -4.30115], [3.22554, 3.42906, -1.96876], [3.44627, 1.73860, -1.38372], [3.11897, 3.08091, -0.25812], [0.73886, 2.92812, -3.36092], [1.16725, 4.26426, -2.29910], [-0.34281, 3.32761, -2.00402], [2.21904, 0.22173, 2.07609], [2.97850, 1.41995, 1.09030], [3.97725, -0.24512, 0.02012], [2.49917, -0.55109, -0.85320], [8.17094, -1.25700, -0.00051], [8.19211, 0.22053, -0.57324], [9.40601, 0.62975, -1.20278], [7.47425, 1.19442, 0.19390], [7.21002, -0.04719, -1.81029], [9.08569, -1.55439, 1.25428], [9.19272, -2.96084, 1.48445], [8.87127, -0.72150, 2.39740], [10.54328, -1.15403, 0.75749]],
  "atomic_forces_ev_per_a": [[-0.246, 0.178, -0.474], [0.291, -0.564, -0.256], [0.308, 0.839, 0.559], [-1.824, 1.124, 0.047], [0.227, -0.548, -0.081], [0.125, -0.060, 0.962], [-0.419, 0.313, -0.703], [-0.418, -0.135, 0.712], [0.015, 0.719, -0.970], [0.212, 0.153, 0.997], [-0.145, -0.219, -0.006], [-1.518, 1.202, -1.038], [0.232, -0.112, 0.497], [0.002, -0.200, -0.546], [0.036, 0.541, 0.406], [-0.085, 0.418, 0.176], [-0.180, -0.304, -0.059], [0.633, 0.230, 0.083], [-0.155, 0.841, -0.627], [0.501, -0.256, -0.292], [-0.255, 0.262, 0.787], [0.056, -0.743, -0.381], [-0.068, 0.128, 0.006], [-1.268, -1.746, 0.491], [0.808, 0.286, -0.001], [-0.365, 0.241, 0.719], [0.249, -0.645, -0.669], [0.983, -0.179, 0.376], [1.028, 0.253, -0.361], [0.216, -0.080, 0.503], [0.405, -0.226, -1.502], [0.026, 0.311, 0.397], [-0.085, 0.075, 0.286], [0.064, -1.394, 0.058], [0.105, 0.516, -0.021], [-0.114, 0.187, 0.253], [-0.198, 0.437, 0.104], [-0.055, -0.121, 0.381], [-0.085, -0.177, 0.019], [-0.069, -0.276, -0.290], [0.000, 0.066, -0.323], [0.249, 0.040, -0.101], [0.039, 0.110, -0.013], [0.090, -0.024, -0.248], [0.154, 0.010, -0.008], [0.140, -0.115, -0.036], [0.191, -0.010, -0.180], [0.067, -0.158, 0.025], [0.166, -0.088, 0.222], [-0.118, -0.270, -0.039], [-0.007, -0.185, -0.459], [0.075, -0.044, -0.022], [1.125, -1.323, 0.520], [-0.030, -1.160, 1.405], [0.145, 1.128, -1.284], [-0.132, 0.021, -0.244], [0.419, 0.122, 0.155], [-0.292, 0.009, 0.106], [-0.057, -0.116, 0.094], [0.045, -0.196, 0.231], [-0.230, 0.001, 0.017], [-0.133, -0.072, -0.272], [0.255, -0.036, -0.106], [0.051, 0.353, 0.053], [-0.082, 0.311, 0.019], [0.040, -0.047, -0.003], [-0.032, -0.228, -0.168], [0.233, 0.218, -0.136], [-0.031, -0.035, -0.062], [-0.082, 0.047, 0.044], [-0.176, 0.014, 0.166], [0.065, 0.068, 0.028], [-0.439, 0.182, -0.044], [-0.092, -0.055, 0.125], [-0.070, -0.072, -0.108], [-0.193, 0.236, 0.125], [0.417, 0.375, 0.149], [-0.291, 0.250, -0.548], [-0.024, -0.145, 0.223], [-0.122, -0.116, 0.136], [-0.070, -0.190, 0.139], [0.515, -0.585, 0.632], [-0.424, 0.139, -0.375], [-0.158, 0.218, -0.318], [-0.165, 0.083, -0.057]],
  "lowdin_charge": [0.127, -0.115, -0.146, -0.353, -0.100, -0.155, -0.184, -0.222, -0.166, -0.175, -0.007, -0.515, 0.103, -0.060, 0.069, -0.465, 0.864, -0.035, -0.138, -0.173, -0.170, -0.266, -0.070, -0.272, -0.085, 0.031, 0.016, 0.036, -0.081, -0.139, -0.787, -0.018, 0.832, -0.964, 0.027, 0.094, 0.827, 0.034, 0.098, 0.095, 0.097, 0.118, 0.076, 0.113, 0.115, 0.110, 0.125, 0.058, 0.116, 0.121, 0.130, 0.134, 0.104, 0.077, 0.067, 0.129, -0.100, 0.090, 0.130, 0.083, 0.104, 0.127, 0.123, 0.121, 0.100, 0.085, 0.103, 0.097, 0.102, 0.093, 0.101, 0.100, 0.127, 0.119, 0.132, 0.069, -0.321, 0.477, -0.285, -0.316, -0.221, 0.464, -0.298, -0.297, -0.191],
  "orbital_gap_ha": 0.2420,
  "e_homo_ev": -8.34,
  "spin_multiplicity": 1
}